# 1
Computed, not measured: a cluster of 2 separate species, C3H8N2O2 in total, with ωB97M-V/def2-TZVPD.

structure (SMILES) = CC(N)=O.NC=O
net charge = 0
E = -10316.13896 eV
gap between HOMO and LUMO = 10.36 eV
relative energy (zero: lowest compared OMol25 entry of this formula, charge and spin) = 78.5 kJ/mol

The geometry in XYZ format:
```
15
C3H8N2O2 | OMol25 | ωB97M-V/def2-TZVPD
O -2.34436 -0.05739 2.89974
O -0.75770 0.46490 -0.77818
N 1.54155 0.33591 -0.98967
N -0.12551 0.43137 2.97543
C 0.19681 0.08284 -1.40568
C 0.03192 -0.63649 -2.71454
C -1.24611 -0.10426 2.40560
H 1.56352 1.21431 -0.48181
H -0.51585 0.01204 -3.39918
H -0.56196 -1.53757 -2.55899
H 0.98556 -0.89084 -3.15970
H -1.04414 -0.62354 1.45906
H 0.63728 0.66404 2.36313
H -0.27497 1.03384 3.77260
H 1.91395 -0.38916 -0.38781
```

# 2
Computed, not measured: a structure of composition C3H6CoLiO5 in a non-equilibrium geometry, with ωB97M-V/def2-TZVPD.

net charge = -1
E = -51276.59465 eV
gap between HOMO and LUMO (alpha / beta) = 5.29 / 5.58 eV
2S+1 = 4

The geometry in XYZ format:
```
16
C3H6CoLiO5 | OMol25 | ωB97M-V/def2-TZVPD
Co -0.37350 -2.50636 -2.01980
O 1.41691 1.43645 2.26101
O -1.10154 -0.90199 -2.58964
O -0.50309 0.27368 2.38244
O -0.08991 1.03957 0.33867
O 1.35972 -0.74039 1.59939
C -0.98032 0.28101 -1.87587
C -0.20402 0.00503 -0.59468
C 0.70352 0.35349 1.74951
Li 1.08917 -2.21388 0.59239
H -0.75379 -0.81558 -0.08647
H 0.80284 -0.34562 -0.90568
H -1.96396 0.71082 -1.59358
H 2.16408 1.58735 1.67284
H -1.12421 0.77065 1.51687
H -0.44191 1.06577 -2.44741
```

# 3
Computed, not measured: a cluster of 2 separate species, C28H51BrClN3O9PS in total in a non-equilibrium geometry, with ωB97M-V/def2-TZVPD.

net charge = +1
E = -155446.22519 eV
gap between HOMO and LUMO = 9.44 eV
relative energy (zero: lowest compared OMol25 entry of this formula, charge and spin) = 0.0 kJ/mol

The geometry in XYZ format:
```
95
C28H51BrClN3O9PS | OMol25 | ωB97M-V/def2-TZVPD
Br -1.23301 1.33850 1.57608
Cl -1.51265 -2.96390 -1.90470
S -5.24263 0.85916 2.16028
P -1.01579 -1.60147 -0.45703
O -3.49981 -4.68246 0.13979
O -6.54250 -0.47070 0.34590
O 8.27072 0.82336 0.41643
O 8.26681 -1.25388 -0.45825
O 9.94922 -0.62079 0.84524
O -4.12016 -4.66782 2.29685
O -9.71748 4.02374 -2.35505
O -8.70952 5.36143 -0.91440
O -1.87480 -2.07634 0.84038
N -3.75779 1.37348 -0.84710
N -2.07239 -0.26966 -0.97192
N -4.13723 -0.65929 0.14191
C -5.23466 1.21214 -0.68761
C -4.45737 -2.03622 -0.30132
C 1.14452 0.37574 -2.68048
C -5.34081 0.21703 0.45361
C -3.27663 0.10812 -0.55441
C 3.50857 -0.13847 -1.82013
C 4.35956 -1.07098 -0.93882
C -4.93556 -2.91869 0.85414
C 9.26997 -2.27208 -0.57021
C 2.35067 -0.11799 2.30557
C 11.54765 -2.43173 0.60387
C 4.38154 -1.74493 2.25285
C -4.08032 -4.15490 1.02666
C -1.40223 0.45782 -2.10164
C 10.09552 -2.04738 0.68158
C -9.11745 4.13287 -1.34745
C -6.08326 2.46856 -0.70954
C -3.21366 2.57139 -0.13153
C -7.49180 2.21909 -1.28501
C 3.64926 -0.60533 2.98384
C -8.62866 2.94696 -0.53380
C -1.73973 2.66089 0.21837
C 2.06000 -0.61162 -1.92980
C 5.51513 -1.28600 1.32453
C 8.78365 -0.24150 0.28342
C 5.05588 -0.34010 0.21032
C 0.01700 1.00472 -1.83345
C -1.42678 4.05132 0.76694
H -7.49616 2.57413 -2.31875
H -1.35799 -0.26504 -2.92446
H 9.85272 -2.08844 -1.47596
H 3.40423 -0.94485 3.99371
H 9.61040 -2.52019 1.54065
H -8.29502 3.27624 0.45471
H -3.56876 -2.47647 -0.74231
H -2.08275 1.24391 -2.41719
H 8.79512 -3.24790 -0.62542
H -3.91246 0.77037 2.29458
H -6.90292 -0.65238 1.22519
H 1.68854 -0.74548 -0.90741
H -1.10285 2.45719 -0.63836
H -7.70744 1.15092 -1.33082
H -4.94182 -2.36947 1.79838
H -5.96460 -3.24456 0.67957
H 12.08258 -2.07008 1.48046
H -6.13856 2.91429 0.29007
H -5.56201 3.20185 -1.33212
H -3.41804 3.41878 -0.79172
H 5.92368 0.20499 -0.16826
H 4.33742 0.23820 3.09881
H 5.95865 -2.17830 0.86588
H -1.27042 -2.49234 1.47472
H 3.94610 -0.03678 -2.81837
H -5.20331 -1.98534 -1.09699
H 2.45120 0.88285 1.87812
H -0.36112 4.26132 0.67472
H 0.71696 -0.09920 -3.56892
H -0.01342 2.07404 -2.06610
H -1.68744 4.12671 1.82418
H 5.09869 -1.60309 -1.54531
H -9.48125 2.28123 -0.38403
H 6.28944 -0.79797 1.92593
H 12.01537 -2.00306 -0.28289
H 1.76713 1.19715 -3.04691
H -3.78928 2.73527 0.78320
H -8.75585 5.42268 0.04913
H 0.26284 0.93308 -0.76690
H 3.69966 -1.83923 -0.51301
H 2.06891 -0.78697 1.48296
H 3.65049 -2.33981 1.68918
H 4.80961 -2.42786 2.99368
H 1.51406 -0.09365 3.00950
H 4.35930 0.39814 0.62444
H 2.02731 -1.60393 -2.39359
H -5.53658 0.60525 -1.55452
H -1.99531 4.81141 0.22550
H -3.28443 -4.53573 2.76387
H 3.49569 0.86304 -1.37082
H 11.64274 -3.51705 0.56510
```

# 4
Computed, not measured: a cluster of 3 separate species, C2H10N2O2 in total in a non-equilibrium geometry, with ωB97M-V/def2-TZVPD.

structure (SMILES) = N/C=C\N.O.O
net charge = 0
E = -9310.29161 eV
gap between HOMO and LUMO = 9.50 eV
relative energy (zero: lowest compared OMol25 entry of this formula, charge and spin) = 123.3 kJ/mol

The geometry in XYZ format:
```
16
C2H10N2O2 | OMol25 | ωB97M-V/def2-TZVPD
O 1.20530 -0.19124 3.50094
O -0.70685 2.90703 0.90406
N 0.71782 -1.39019 -2.20942
N -0.57435 -1.17273 0.46474
C -0.74400 -0.29572 -0.64051
C -0.04159 -0.29729 -1.77068
H 1.69026 -1.36103 -2.44357
H -0.33621 0.50700 -2.44498
H 0.22626 -1.75146 0.24689
H 1.87736 0.16699 2.90828
H -1.38268 0.55487 -0.43387
H 0.44247 -0.17738 2.93850
H 0.21479 -2.21747 -2.46381
H -0.85643 2.78329 -0.03236
H -0.41740 3.81298 1.06619
H -1.31474 -1.87764 0.40961
```

# 5
Computed, not measured: a cluster of 9 separate species, C2H21NO10 in total in a non-equilibrium geometry, with ωB97M-V/def2-TZVPD.

structure (SMILES) = NCC(=O)O.O.O.O.O.O.O.O.O
net charge = 0
E = -24380.93352 eV
gap between HOMO and LUMO = 9.69 eV
relative energy (zero: lowest compared OMol25 entry of this formula, charge and spin) = 28.9 kJ/mol

The geometry in XYZ format:
```
34
C2H21NO10 | OMol25 | ωB97M-V/def2-TZVPD
O -0.49290 3.11772 -1.02470
O 2.56551 1.88984 -0.41324
O -0.46289 0.67132 -3.94769
O 2.01709 -1.53057 1.24047
O -0.08441 0.52633 0.34986
O 1.30427 0.53955 2.97276
O 1.39584 -0.29762 -1.07422
O -1.00870 -2.67026 2.53281
O -2.81336 1.67467 -0.67043
O -2.37579 0.13183 1.49235
N 0.40045 -2.81554 -0.91536
C 0.29073 -0.36237 -0.40834
C -0.49126 -1.67045 -0.74559
H -1.41127 0.27798 1.33778
H -3.70415 1.37800 -0.87317
H -1.31425 2.80354 -1.42908
H 3.02702 2.28554 -1.16310
H -1.10116 -0.04970 -3.93054
H -2.51818 -0.80180 1.68337
H 2.00925 0.44475 -0.82673
H 2.72874 -1.42406 0.60933
H 0.71376 -3.19906 -0.04547
H 0.76542 0.97888 2.29394
H -2.62044 1.21000 0.16914
H -0.80036 -1.49987 -1.76616
H 1.23310 -2.52344 -1.43601
H 1.68423 2.29615 -0.42266
H 2.08283 -0.84781 1.92506
H 0.77462 0.63686 3.77618
H -0.52358 2.73345 -0.14552
H -1.32336 -1.88575 -0.07385
H -0.80979 -1.88908 3.08151
H -0.60275 1.08953 -3.09156
H -0.31283 -2.69613 1.86265
```

# 6
Computed, not measured: a structure of composition C6H13NiO4 in a non-equilibrium geometry, with ωB97M-V/def2-TZVPD.

net charge = 0
E = -55656.63439 eV
gap between HOMO and LUMO (alpha / beta) = 7.89 / 7.86 eV
2S+1 = 4
relative energy (zero: lowest compared OMol25 entry of this formula, charge and spin) = 430.7 kJ/mol

The geometry in XYZ format:
```
24
C6H13NiO4 | OMol25 | ωB97M-V/def2-TZVPD
Ni 1.47028 -0.00794 -0.85560
O 0.43155 1.65798 -0.33042
O -1.22052 -2.46876 0.22945
O 2.12609 0.10202 0.92733
O 0.45608 0.05914 -2.45911
C 1.53269 1.12582 1.65663
C -1.21878 -1.27756 0.96921
C -0.21552 -3.42135 0.52358
C -0.66598 1.80976 -1.23377
C 0.20638 1.52962 1.03865
C -0.18609 1.28502 -2.58792
H -1.49417 1.18761 -0.85832
H -2.24112 -0.89095 0.95453
H -1.07836 1.22036 -3.24067
H 2.19346 2.02023 1.72191
H -0.12749 -1.27038 0.90841
H 1.31762 0.82113 2.70163
H 0.46740 2.05610 -3.04586
H 0.08962 -3.31430 1.57868
H -0.81957 0.09369 1.12751
H -0.36555 2.35306 1.48189
H 0.80366 -3.23760 0.14469
H -0.48383 -4.29667 -0.08078
H -0.97782 2.86400 -1.27161
```